(1)
The following is a quantum chemistry calculation of a cluster of 2 separate species, C4H3NO2 in total at a distorted geometry, from the OMol25 dataset.

Positions of all 10 atoms, in Å:
C (-1.72163, 0.49810, 0.02400)
C (-0.99831, -0.60521, 0.07733)
C (-0.48476, -1.75966, -0.00774)
O (0.25856, -2.66105, -0.11105)
H (-2.04609, 0.93381, -0.88045)
H (-1.78597, 1.30555, 0.75623)
N (2.25998, 0.22722, 0.01647)
C (1.31149, 0.91577, 0.02308)
O (0.54326, 1.77968, 0.10007)
H (2.66347, -0.63419, 0.00207)

Cartesian forces (eV/Å) of the 6 atoms listed first:
C 1.08 0.52 0.37
C -2.09 0.18 0.65
C 1.66 0.39 -0.50
O -0.58 -0.64 0.20
H -0.75 -0.23 -1.44
H 0.06 -0.83 0.71

Its LUMO energy (alpha / beta) is -0.033 / -0.033 hartree. The total energy comes out at -9778.3636 eV. The value obtained for the highest occupied orbital energy (alpha / beta) is -8.94 / -8.94 eV. Its charge is 0. The structure (SMILES) is C=C=C=O.N=C=O.

(2)
The following is a quantum chemistry calculation of the molecule C4H3NO2 at a distorted geometry, from the OMol25 dataset.

Positions of all 10 atoms, in Å:
O (-2.56211, 0.42060, -0.75502)
C (-1.45684, 0.70084, -0.44007)
C (-0.08821, -0.35074, -1.67051)
N (0.93237, -0.51554, -1.10334)
C (1.40826, -0.54872, 0.20088)
C (0.44403, -0.26608, 1.09282)
O (-0.84521, -0.00829, 0.76702)
H (-0.94131, 1.64910, -0.64058)
H (2.45137, -0.77586, 0.38623)
H (0.65764, -0.30529, 2.16256)

Cartesian forces (eV/Å) of the 6 atoms listed first:
O 0.92 0.10 0.58
C -0.76 0.11 1.47
C 1.62 -0.67 -1.07
N -0.70 -0.02 -0.55
C -0.26 0.21 0.22
C 0.13 0.25 -0.20

Its LUMO energy is -0.006 hartree. The total energy comes out at -9777.9871 eV. The value obtained for the highest occupied orbital energy is -9.67 eV. Its charge is 0.